No. 1
Here is a structure of composition C22H32N5OPdS from the Open Molecules 2025 dataset. Energies are from ωB97M-V/def2-TZVPD.

```
! wB97M-V def2-TZVPD RIJCOSX def2/J DEFGRID3
* xyz 3 5
Pd 0.23 -0.01 0.23
C -4.91 3.61 0.53
C -4.02 3.53 1.76
N -2.60 3.36 1.39
C -1.85 4.63 1.28
C -1.24 5.03 2.61
C -2.07 2.17 1.19
S -0.34 2.11 0.92
N -2.91 1.12 1.33
C -2.71 -0.13 1.00
O -1.84 -0.66 0.24
C -3.69 -1.01 1.69
C -3.29 -2.30 2.12
C -4.17 -3.07 2.81
C -5.48 -2.59 3.09
C -5.90 -1.32 2.66
C -5.01 -0.53 1.98
H -5.94 3.79 0.83
H -4.87 2.69 -0.05
H -4.61 4.44 -0.12
H -4.30 2.70 2.41
H -4.07 4.44 2.35
H -2.57 5.37 0.94
H -1.09 4.52 0.51
H -2.00 5.13 3.39
H -0.75 6.00 2.50
H -0.50 4.31 2.94
H -2.29 -2.64 1.90
H -3.89 -4.06 3.16
H -6.17 -3.22 3.65
H -6.90 -0.98 2.87
H -5.28 0.45 1.64
C -2.05 -2.24 -4.39
C -0.90 -1.67 -3.70
C 0.41 -1.38 -4.12
C 1.06 -0.85 -3.04
N 0.17 -0.81 -1.94
N -0.96 -1.29 -2.36
C 2.43 -0.35 -2.88
H -1.80 -2.48 -5.42
H -2.88 -1.53 -4.38
H -2.39 -3.15 -3.88
H 0.81 -1.54 -5.11
H -1.74 -1.33 -1.71
H 3.00 -0.47 -3.80
H 2.93 -0.89 -2.07
H 2.42 0.71 -2.60
C 5.59 1.09 0.18
C 4.82 0.37 1.30
C 4.83 1.20 2.59
C 5.40 -1.04 1.55
C 3.43 0.22 0.87
N 2.34 0.09 0.52
H 6.62 1.21 0.50
H 5.18 2.08 -0.01
H 5.59 0.51 -0.75
H 5.86 1.32 2.92
H 4.28 0.70 3.39
H 4.41 2.19 2.43
H 6.43 -0.93 1.87
H 5.39 -1.64 0.64
H 4.85 -1.56 2.33
*
```

Results
LUMO level (alpha / beta), eV: -8.8 / -12.4
⟨S²⟩: 6.07

Here are the Mulliken charges for atoms 1 to 5, given in e:
1. Pd 0.45
2. C -1.08
3. C -0.67
4. N 0.17
5. C -0.95

***

No. 2
Here is a structure of composition C22H33BiN4O4SSe2SiTe3 from the Open Molecules 2025 dataset. Energies are from ωB97M-V/def2-TZVPD.

```
! wB97M-V def2-TZVPD RIJCOSX def2/J DEFGRID3
* xyz -2 1
Bi -0.74 -0.16 0.42
C -5.01 0.61 -1.51
O -4.72 2.00 -1.48
C -3.58 2.40 -2.12
C -3.66 3.54 -2.89
C -2.54 4.04 -3.56
C -1.35 3.36 -3.45
C -1.23 2.21 -2.65
C 0.05 1.52 -2.68
N 0.44 0.58 -1.91
N 1.66 0.03 -2.30
C 2.03 -0.95 -1.52
O 1.45 -1.37 -0.46
C 3.25 -1.68 -2.00
C 3.37 -3.05 -1.78
C 4.49 -3.74 -2.22
C 5.51 -3.07 -2.87
C 5.40 -1.70 -3.10
C 4.27 -1.01 -2.67
C -2.34 1.72 -1.93
O -2.29 0.68 -1.16
H -6.10 0.52 -1.42
H -4.52 0.09 -0.69
H -4.69 0.16 -2.45
H -4.63 4.03 -2.96
H -2.61 4.94 -4.16
H -0.47 3.71 -3.98
H 0.74 1.83 -3.48
H 2.57 -3.56 -1.26
H 4.57 -4.81 -2.03
H 6.40 -3.61 -3.19
H 6.20 -1.17 -3.60
H 4.17 0.05 -2.84
Se 0.36 2.30 0.78
Te -0.94 3.40 2.63
Te -3.35 2.79 1.62
Se -3.11 0.34 1.99
C -3.86 -4.54 -0.18
Te -1.91 -3.86 0.39
C -2.55 -3.19 2.31
H -4.54 -3.69 -0.20
H -4.21 -5.29 0.52
H -3.79 -4.97 -1.18
H -2.75 -4.04 2.96
H -3.44 -2.58 2.18
H -1.74 -2.58 2.70
C 1.85 -3.83 1.94
N 2.78 -2.85 1.43
C 3.89 -2.46 2.03
N 4.15 -3.04 3.26
S 5.01 -1.41 1.36
H 1.34 -4.29 1.09
H 1.08 -3.37 2.57
H 2.37 -4.62 2.49
H 2.41 -2.34 0.61
H 3.35 -3.19 3.85
H 4.91 -2.57 3.73
C -0.91 0.19 4.97
Si 0.39 -0.70 3.93
C 0.68 -2.26 4.99
C 1.96 0.33 3.99
O -0.04 -1.08 2.42
H -0.50 0.36 5.97
H -1.82 -0.41 5.06
H -1.20 1.15 4.54
H 0.77 -1.96 6.04
H 1.56 -2.85 4.74
H -0.19 -2.93 4.91
H 2.31 0.46 5.01
H 1.77 1.31 3.56
H 2.76 -0.12 3.39
*
```

Results
Energy relative to the best compared isomer or geometry (same formula, charge and spin), kJ/mol: 0.0
LUMO level, eV: 3.6

Here are the Mulliken charges for atoms 1 to 5, given in e:
1. Bi 1.23
2. C -0.53
3. O -0.49
4. C -0.05
5. C -0.47

***

No. 3
Here is a structure of composition C22H33BiN4O4SSe2SiTe3 at a distorted geometry from the Open Molecules 2025 dataset. Energies are from ωB97M-V/def2-TZVPD.

```
! wB97M-V def2-TZVPD RIJCOSX def2/J DEFGRID3
* xyz -2 1
Bi -0.64 -1.03 0.62
C -3.89 2.10 -1.65
O -2.59 2.13 -2.23
C -1.59 2.53 -1.37
C -0.86 3.61 -1.69
C 0.25 4.16 -0.83
C 0.64 3.09 0.19
C -0.68 2.58 0.91
C -0.40 1.88 2.21
N -0.44 0.63 2.39
N -0.18 0.14 3.67
C -0.52 -1.12 3.74
O -1.11 -1.81 2.83
C -0.19 -1.82 5.02
C 0.49 -1.17 6.05
C 0.84 -1.86 7.20
C 0.50 -3.20 7.34
C -0.18 -3.85 6.32
C -0.53 -3.16 5.16
C -1.28 1.66 -0.19
O -2.13 0.69 0.14
H -4.56 1.73 -2.43
H -4.19 3.11 -1.37
H -3.91 1.44 -0.79
H -1.15 4.17 -2.58
H -0.14 5.04 -0.29
H 1.41 3.39 0.89
H -0.19 2.52 3.08
H 0.75 -0.13 5.91
H 1.38 -1.36 7.98
H 0.78 -3.74 8.23
H -0.43 -4.90 6.41
H -1.05 -3.65 4.35
Se 1.99 -0.28 0.76
Te 4.50 -0.32 1.12
Te 5.63 2.08 -3.32
Se 3.31 1.29 -2.48
C 1.45 4.64 -1.65
Te 1.04 1.30 -1.09
C -1.63 3.71 1.34
H 1.15 5.45 -2.32
H 1.87 3.84 -2.26
H 2.24 5.01 -1.00
H -1.13 4.41 2.00
H -2.49 3.28 1.87
H -2.01 4.26 0.48
C 3.59 -2.71 -2.01
N 2.87 -3.10 -0.81
C 1.64 -3.58 -0.80
N 1.10 -3.90 -2.00
S 0.77 -3.84 0.64
H 4.57 -2.33 -1.72
H 3.08 -1.89 -2.53
H 3.71 -3.57 -2.68
H 3.25 -2.76 0.07
H 1.41 -3.38 -2.80
H 0.10 -4.03 -1.94
C -0.33 -2.62 -4.29
Si -0.92 -1.21 -3.15
C -2.79 -1.41 -3.03
C -0.51 0.30 -4.16
O -0.25 -1.25 -1.67
H -0.75 -2.45 -5.28
H -0.65 -3.61 -3.97
H 0.76 -2.60 -4.39
H -3.23 -1.69 -3.99
H -3.25 -0.47 -2.70
H -3.04 -2.18 -2.30
H -0.96 0.21 -5.15
H 0.58 0.38 -4.28
H -0.86 1.23 -3.72
*
```

Results
Energy relative to the best compared isomer or geometry (same formula, charge and spin), kJ/mol: 465.5
LUMO level, eV: 3.6

Here are the Mulliken charges for atoms 1 to 5, given in e:
1. Bi 1.00
2. C -0.93
3. O -0.50
4. C -0.71
5. C -0.40

***

No. 4
Here is a cluster of 2 separate species, C22H33Br2FNO10P2 in total at a distorted geometry from the Open Molecules 2025 dataset. Energies are from ωB97M-V/def2-TZVPD.

```
! wB97M-V def2-TZVPD RIJCOSX def2/J DEFGRID3
* xyz 1 1
C 3.27 0.66 0.56
C 1.84 1.36 0.47
C 1.27 1.92 -0.82
C -0.07 2.61 -0.84
C -0.93 2.77 0.41
C -2.29 3.56 0.24
C -3.59 2.80 0.76
P -4.10 2.90 2.58
P -4.37 4.94 3.29
O -5.79 5.33 3.00
O -4.20 4.98 4.98
O -3.39 6.09 2.56
C -4.79 3.50 -0.06
O -4.96 4.91 0.09
C -4.85 3.31 -1.65
C -6.35 3.37 -2.22
O -6.71 2.49 -2.96
Br -7.65 4.77 -1.75
O -5.91 2.66 0.37
C -5.40 1.33 0.16
O -6.15 0.48 -0.21
C -3.79 1.25 0.44
F -3.08 0.79 -0.73
C -3.33 0.17 1.53
C -4.51 -0.53 2.34
O -5.12 -1.42 1.81
Br -5.04 -0.09 4.19
C -0.38 2.20 1.67
C 0.97 1.50 1.70
H 3.86 0.79 -0.39
H 3.14 -0.42 0.82
H 3.91 1.13 1.39
H 1.91 1.81 -1.74
H -0.40 3.01 -1.85
H -2.34 3.92 -0.83
H -2.19 4.50 0.88
H -2.97 2.39 3.33
H -4.93 4.38 5.30
H -2.45 5.85 2.71
H -4.19 5.38 -0.29
H -4.30 2.42 -2.06
H -4.33 4.23 -2.10
H -2.80 -0.67 0.97
H -2.57 0.56 2.27
H -0.96 2.28 2.63
H 1.39 1.05 2.65
C 4.30 -1.13 -0.84
O 5.00 -2.17 -0.15
C 4.21 -3.28 0.27
C 5.00 -4.52 -0.14
N 5.39 -4.37 -1.59
C 4.33 -4.65 -2.61
C 4.18 -6.16 -2.78
O 5.46 -6.66 -3.11
C 5.97 -7.68 -2.24
H 4.18 -0.22 -0.17
H 4.91 -0.86 -1.71
H 3.31 -1.45 -1.20
H 3.22 -3.28 -0.20
H 4.08 -3.26 1.35
H 4.46 -5.45 -0.01
H 5.94 -4.56 0.40
H 6.19 -4.97 -1.81
H 5.73 -3.40 -1.68
H 4.70 -4.20 -3.54
H 3.40 -4.16 -2.32
H 3.49 -6.36 -3.60
H 3.76 -6.61 -1.87
H 5.32 -7.89 -1.39
H 6.94 -7.33 -1.86
H 6.14 -8.59 -2.81
*
```

Results
LUMO level, eV: -2.7

Here are the Mulliken charges for atoms 1 to 5, given in e:
1. C -1.02
2. C 0.65
3. C -0.79
4. C -0.77
5. C 0.40

***

No. 5
Here is a structure of composition C22H33CaCl2N11O8 at a distorted geometry from the Open Molecules 2025 dataset. Energies are from ωB97M-V/def2-TZVPD.

```
! wB97M-V def2-TZVPD RIJCOSX def2/J DEFGRID3
* xyz 0 1
Ca 0.37 -0.79 0.09
Cl 3.00 -2.65 2.25
O 3.90 -1.66 2.67
O 1.75 -2.05 1.91
O 3.51 -3.22 1.01
O 2.83 -3.63 3.25
Cl 1.27 4.50 -2.06
O -0.15 4.15 -2.29
O 1.95 4.84 -3.28
O 1.31 5.69 -1.24
O 2.00 3.47 -1.37
C 0.94 3.76 2.15
C 0.57 2.41 1.80
N 0.25 1.31 1.47
H 1.97 3.94 1.88
H 0.83 3.98 3.21
H 0.38 4.58 1.71
C -4.54 0.59 0.34
C -3.09 0.46 0.04
N -1.95 0.38 -0.13
H -4.66 0.62 1.42
H -5.07 -0.32 0.05
H -4.99 1.41 -0.22
C 4.72 1.74 0.22
C 3.47 1.05 -0.20
N 2.48 0.45 -0.33
H 4.42 2.44 1.00
H 5.05 2.22 -0.71
H 5.56 1.19 0.63
C 2.50 0.06 -4.60
C 3.74 0.48 -3.87
N 4.70 0.86 -3.31
H 1.96 -0.80 -4.20
H 2.73 -0.01 -5.67
H 1.77 0.87 -4.54
C -1.34 -0.79 4.73
C -1.20 -1.10 3.31
N -1.11 -1.36 2.22
H -2.32 -0.39 4.96
H -0.67 0.00 5.07
H -1.22 -1.73 5.28
C -1.75 0.53 -4.22
C -0.76 0.30 -3.13
N 0.03 0.02 -2.29
H -1.57 -0.13 -5.07
H -1.69 1.54 -4.64
H -2.79 0.32 -3.96
C 2.29 -4.12 -3.64
C 1.90 -3.15 -2.56
N 1.68 -2.40 -1.74
H 2.15 -5.17 -3.36
H 3.32 -3.80 -3.76
H 1.61 -3.93 -4.47
C -3.13 3.70 0.22
C -2.57 4.63 1.13
N -2.12 5.43 1.83
H -3.67 4.22 -0.58
H -3.72 3.06 0.88
H -2.30 3.13 -0.20
C -2.66 -4.68 -1.11
C -1.91 -3.51 -0.74
N -1.26 -2.56 -0.51
H -3.46 -4.79 -0.38
H -1.98 -5.51 -0.95
H -2.88 -4.47 -2.16
C 0.81 -5.84 0.87
C 1.86 -6.41 0.02
N 2.71 -6.79 -0.64
H 0.96 -6.07 1.92
H -0.19 -6.16 0.57
H 0.88 -4.75 0.85
C -3.00 3.79 4.81
C -2.68 2.67 3.92
N -2.42 1.76 3.23
H -4.03 3.73 5.14
H -2.85 4.77 4.34
H -2.43 3.74 5.73
*
```

Results
LUMO level, eV: -0.7

Here are the Mulliken charges for atoms 1 to 5, given in e:
1. Ca 2.48
2. Cl 1.72
3. O -0.68
4. O -0.70
5. O -0.71

***

No. 6
Here is a structure of composition C22H33Cd2F2N10O6P at a distorted geometry from the Open Molecules 2025 dataset. Energies are from ωB97M-V/def2-TZVPD.

```
! wB97M-V def2-TZVPD RIJCOSX def2/J DEFGRID3
* xyz 0 1
Cd -1.98 1.00 -1.14
Cd 1.19 0.79 -1.00
C -1.12 -0.72 0.79
O -2.16 -0.84 0.06
O -0.87 -1.56 1.66
O -0.37 0.33 0.68
C -0.53 0.60 -3.87
O -0.41 0.37 -2.49
H -0.81 -0.31 -4.37
H -1.32 1.40 -4.13
H 0.47 0.88 -4.26
O -1.57 3.15 -0.45
P -0.29 3.84 -0.76
O 1.01 3.07 -0.97
F -0.01 4.91 0.35
F -0.41 4.81 -1.95
C 0.69 -2.96 4.96
C 1.92 -2.81 4.15
N 2.90 -2.88 3.51
H 0.03 -2.23 4.65
H 0.99 -2.65 6.05
H 0.36 -3.99 4.92
C -4.17 0.03 3.04
C -4.21 1.25 3.91
N -4.19 2.08 4.73
H -3.71 -0.76 3.72
H -3.38 0.14 2.24
H -5.14 -0.32 2.66
C -2.62 -5.01 0.55
C -1.69 -5.63 -0.42
N -1.00 -5.97 -1.30
H -2.12 -5.08 1.57
H -3.43 -5.76 0.53
H -2.92 -3.96 0.38
C 5.08 4.44 0.39
C 5.28 4.07 -1.03
N 5.64 3.79 -2.08
H 4.03 4.76 0.53
H 5.75 5.28 0.69
H 5.16 3.60 1.05
C -0.19 1.81 3.83
C 0.79 1.04 4.50
N 1.66 0.51 5.03
H -1.07 1.68 4.43
H -0.30 1.31 2.88
H 0.13 2.87 3.64
C 4.95 1.10 -4.15
C 3.67 1.05 -3.43
N 2.71 1.06 -2.80
H 5.60 0.37 -3.62
H 5.45 2.11 -4.05
H 4.81 0.86 -5.18
C 1.31 -3.46 0.85
C 1.72 -2.37 0.00
N 1.89 -1.44 -0.66
H 0.61 -3.00 1.58
H 2.18 -3.97 1.45
H 0.83 -4.17 0.20
C 3.98 0.15 2.62
C 3.46 0.84 1.45
N 2.84 1.44 0.64
H 4.95 -0.31 2.64
H 3.27 -0.60 2.89
H 3.83 0.82 3.42
C -3.51 -2.45 -2.90
C -3.95 -1.46 -3.85
N -4.18 -0.82 -4.78
H -4.30 -3.05 -2.50
H -2.99 -1.97 -2.08
H -2.71 -3.09 -3.21
C -4.84 2.06 -4.83
C -4.07 1.94 -3.62
N -3.50 1.82 -2.63
H -4.92 3.13 -5.05
H -5.83 1.61 -4.67
H -4.36 1.43 -5.60
*
```

Results
LUMO level, eV: 0.4

Here are the Mulliken charges for atoms 1 to 5, given in e:
1. Cd 2.14
2. Cd 3.14
3. C 0.83
4. O -1.15
5. O -0.74

***

No. 7
Here is a cluster of 3 separate species, C22H33ClF3NO3S in total at a distorted geometry from the Open Molecules 2025 dataset. Energies are from ωB97M-V/def2-TZVPD.

```
! wB97M-V def2-TZVPD RIJCOSX def2/J DEFGRID3
* xyz 0 1
O 5.79 1.14 -0.47
C 5.11 2.11 -0.53
C 3.69 2.24 -0.96
C 2.87 1.31 -1.58
C 1.58 1.72 -1.89
Cl 0.53 0.59 -2.67
C 1.11 3.00 -1.59
C -0.27 3.46 -1.94
O -1.18 3.03 -0.91
C -2.48 3.22 -1.13
F -2.74 4.08 -2.13
F -3.06 3.68 -0.03
F -3.09 2.06 -1.45
C 1.97 3.89 -0.93
C 3.26 3.50 -0.63
C 4.36 4.23 0.05
O 4.28 5.23 0.68
N 5.56 3.43 -0.13
S 6.43 4.22 -1.45
H 3.24 0.33 -1.83
H -0.27 4.54 -1.99
H -0.56 3.04 -2.90
H 1.62 4.88 -0.68
H 6.12 3.38 -2.46
C 6.13 -2.16 0.28
C 4.70 -1.97 -0.24
C 3.68 -1.71 0.87
C 3.53 -2.84 1.89
C 3.14 -4.19 1.29
C 1.78 -4.18 0.59
H 6.21 -3.02 0.94
H 6.82 -2.31 -0.55
H 6.45 -1.28 0.83
H 4.41 -2.85 -0.82
H 4.69 -1.13 -0.92
H 2.71 -1.49 0.41
H 3.97 -0.80 1.40
H 2.77 -2.54 2.62
H 4.46 -2.96 2.45
H 3.10 -4.93 2.10
H 3.91 -4.53 0.60
H 0.99 -3.88 1.28
H 1.53 -5.17 0.21
H 1.77 -3.49 -0.26
C -6.89 -2.22 -1.01
C -6.41 -2.26 0.44
C -6.99 -1.14 1.30
C -6.61 0.28 0.85
C -5.11 0.55 0.78
C -4.41 0.42 2.12
H -6.59 -1.30 -1.51
H -6.47 -3.06 -1.58
H -7.98 -2.30 -1.06
H -5.32 -2.23 0.46
H -6.70 -3.22 0.88
H -6.67 -1.29 2.34
H -8.08 -1.22 1.31
H -7.07 0.99 1.54
H -7.06 0.48 -0.13
H -4.97 1.56 0.40
H -4.64 -0.12 0.05
H -4.83 1.11 2.85
H -3.34 0.66 2.02
H -4.48 -0.59 2.53
*
```

Results
SMILES: O=C1c2cc(Cl)c(COC(F)(F)F)cc2C(=O)N1S.CCCCCC.CCCCCC
LUMO level, eV: -1.0

Here are the Mulliken charges for atoms 1 to 5, given in e:
1. O -0.45
2. C -0.28
3. C 1.08
4. C -0.81
5. C 0.41

***

Repeat the fourth record exactly.
Here is a cluster of 2 separate species, C22H33Br2FNO10P2 in total at a distorted geometry from the Open Molecules 2025 dataset. Energies are from ωB97M-V/def2-TZVPD.

```
! wB97M-V def2-TZVPD RIJCOSX def2/J DEFGRID3
* xyz 1 1
C 3.27 0.66 0.56
C 1.84 1.36 0.47
C 1.27 1.92 -0.82
C -0.07 2.61 -0.84
C -0.93 2.77 0.41
C -2.29 3.56 0.24
C -3.59 2.80 0.76
P -4.10 2.90 2.58
P -4.37 4.94 3.29
O -5.79 5.33 3.00
O -4.20 4.98 4.98
O -3.39 6.09 2.56
C -4.79 3.50 -0.06
O -4.96 4.91 0.09
C -4.85 3.31 -1.65
C -6.35 3.37 -2.22
O -6.71 2.49 -2.96
Br -7.65 4.77 -1.75
O -5.91 2.66 0.37
C -5.40 1.33 0.16
O -6.15 0.48 -0.21
C -3.79 1.25 0.44
F -3.08 0.79 -0.73
C -3.33 0.17 1.53
C -4.51 -0.53 2.34
O -5.12 -1.42 1.81
Br -5.04 -0.09 4.19
C -0.38 2.20 1.67
C 0.97 1.50 1.70
H 3.86 0.79 -0.39
H 3.14 -0.42 0.82
H 3.91 1.13 1.39
H 1.91 1.81 -1.74
H -0.40 3.01 -1.85
H -2.34 3.92 -0.83
H -2.19 4.50 0.88
H -2.97 2.39 3.33
H -4.93 4.38 5.30
H -2.45 5.85 2.71
H -4.19 5.38 -0.29
H -4.30 2.42 -2.06
H -4.33 4.23 -2.10
H -2.80 -0.67 0.97
H -2.57 0.56 2.27
H -0.96 2.28 2.63
H 1.39 1.05 2.65
C 4.30 -1.13 -0.84
O 5.00 -2.17 -0.15
C 4.21 -3.28 0.27
C 5.00 -4.52 -0.14
N 5.39 -4.37 -1.59
C 4.33 -4.65 -2.61
C 4.18 -6.16 -2.78
O 5.46 -6.66 -3.11
C 5.97 -7.68 -2.24
H 4.18 -0.22 -0.17
H 4.91 -0.86 -1.71
H 3.31 -1.45 -1.20
H 3.22 -3.28 -0.20
H 4.08 -3.26 1.35
H 4.46 -5.45 -0.01
H 5.94 -4.56 0.40
H 6.19 -4.97 -1.81
H 5.73 -3.40 -1.68
H 4.70 -4.20 -3.54
H 3.40 -4.16 -2.32
H 3.49 -6.36 -3.60
H 3.76 -6.61 -1.87
H 5.32 -7.89 -1.39
H 6.94 -7.33 -1.86
H 6.14 -8.59 -2.81
*
```

Results
LUMO level, eV: -2.7

Here are the Mulliken charges for atoms 1 to 5, given in e:
1. C -1.02
2. C 0.65
3. C -0.79
4. C -0.77
5. C 0.40